# C3H13NO2S2

A 3-piece molecular cluster, C3H13NO2S2 overall in a non-equilibrium geometry (wB97M-V/def2-TZVPD, OMol25).

SMILES string: C[C@@H](N)CSS.O.O
Energy relative to the best compared isomer or geometry (same formula, charge and spin): 70.4 kcal/mol
2S+1: 1

Each line ends with the natural charge from an NBO analysis.
Atoms and positions in Å:
N -2.0256 0.4634 -0.2215  -0.8793
C -0.6768 -0.2460 -0.3248  -0.0999
C -0.6120 -1.6304 -0.9080  -0.6179
C 0.2209 -0.1705 0.9461  -0.5284
S 1.6985 0.9770 0.8458  0.0769
S 1.8316 2.2291 2.4204  -0.1738
H -2.4669 0.6553 -1.1651  0.3799
H -2.7279 0.1798 0.4712  0.3672
H -0.2205 0.4532 -1.2450  0.2282
H -0.6463 -2.5294 -0.1153  0.1946
H -1.4329 -1.9439 -1.7709  0.2309
H 0.3532 -1.8174 -1.3469  0.1932
H -0.3824 0.0435 1.9379  0.2460
H 0.7453 -1.1956 1.1630  0.2285
H 0.7920 2.0581 3.2917  0.1497
H 1.9270 -2.5167 -0.6722  0.4526
H 2.3872 -2.9911 0.6457  0.4655
O 2.6209 -2.6293 -0.1630  -0.9143
H 0.2470 3.8265 -1.2268  0.4687
H -1.1443 3.4275 -0.9607  0.4661
O -0.4881 3.3572 -1.6014  -0.9342

# C6H12N3

An isolated ion of composition C6H12N3 and charge +1 in a non-equilibrium geometry (wB97M-V/def2-TZVPD, OMol25).

SMILES string: C[C@@H]1CCC2=NC[NH2+]N21
Net charge: +1
Energy relative to the best compared isomer or geometry (same formula, charge and spin): 78.6 kcal/mol
2S+1: 1

Each line ends with the natural charge from an NBO analysis.
Atoms and positions in Å:
C 1.1180 -0.1297 -0.5107  0.4480
C 1.7516 0.4732 0.7175  -0.4934
C 0.7427 0.0921 1.8011  -0.3890
C 0.2479 -0.8038 -2.3535  -0.0856
C -0.6065 -0.1131 1.0374  -0.0658
C -1.3612 1.1855 0.7726  -0.6343
N 1.4101 -0.1796 -1.7524  -0.3752
N -0.1681 -0.8313 -0.1400  -0.2922
N -0.9003 -0.9322 -1.2795  -0.3762
H 2.7748 0.1889 0.9172  0.2773
H 1.8594 1.5335 0.6763  0.2583
H 1.0514 -0.7998 2.4077  0.2401
H 0.7124 0.8137 2.5150  0.2333
H -0.0386 -0.1935 -3.2482  0.2427
H 0.6041 -1.6969 -2.7174  0.2307
H -1.2252 -0.7788 1.6117  0.2186
H -0.6250 1.8973 0.5638  0.2251
H -1.9731 1.4240 1.6491  0.2619
H -2.2442 0.9979 0.0078  0.1895
H -1.6966 -0.2118 -1.3409  0.4318
H -1.4335 -1.9354 -1.3347  0.4544

In eV, the DFT total energy values for the records above are, in order, -30574.7720 -10877.9076.
In eV, the E_HOMO values for the records above are, in order, -7.86 -14.16.